{
  "formula": "C3H8O2S",
  "method": "ωB97M-V/def2-TZVPD",
  "total_energy_ev": -18166.28716,
  "fmax_ev_per_a": 3.17,
  "homo_lumo_gap_ha": 0.3249,
  "spin_multiplicity": 1,
  "elements": ["C", "C", "C", "O", "O", "S", "H", "H", "H", "H", "H", "H", "H", "H"],
  "coordinates": [[-0.74099, -2.30777, -0.91224], [0.67194, 2.23617, -0.10420], [0.69334, -0.55240, 0.75509], [-1.44210, 0.68112, -0.47526], [-1.82610, -1.93717, -0.24029], [0.03371, 0.60635, -0.57501], [-0.42953, -3.36599, -0.66281], [1.70422, 2.38397, -0.62083], [0.04203, 3.07369, -0.48278], [0.84292, 2.39918, 0.99913], [0.39551, -0.17809, 1.72241], [0.17511, -1.43020, 0.49097], [1.79355, -0.68937, 0.41791], [-1.91359, -0.91949, -0.31209]]
}